[1]
Formula: C3H9ClOP2
Source: the OMol25 dataset
Level of theory: ωB97M-V/def2-TZVPD

Summary:
ΔE to the lowest compared entry with this formula, charge and spin   185.6 kJ/mol

Structure (ORCA input):
```
! RIJCOSX wB97M-V def2-TZVPD def2/J DEFGRID3
* xyz 0 1
C 2.276 -2.549 0.128
C 0.209 2.239 -0.864
C -2.640 0.534 1.116
O -1.720 1.317 0.474
P 1.689 -0.713 0.071
P -0.895 0.733 -0.820
Cl -2.961 -0.923 0.195
H 2.817 -2.837 -0.905
H 2.997 -2.770 0.921
H 1.425 -3.148 0.419
H 1.247 1.882 -1.021
H -0.048 2.962 -1.798
H 0.092 2.880 0.034
H -2.269 0.123 2.097
H -3.653 0.977 1.228
H 1.433 -0.706 -1.276
*
```

***

[2]
Formula: C3H9ClOSi
Source: the OMol25 dataset
Level of theory: ωB97M-V/def2-TZVPD

Summary:
⟨S²⟩   2.0065

Structure (ORCA input):
```
! RIJCOSX wB97M-V def2-TZVPD def2/J DEFGRID3
* xyz 0 3
C 0.326 -1.906 0.552
C 1.465 -0.429 -1.046
C 0.738 -0.509 0.086
O -2.480 -1.075 -0.374
Si -2.435 0.414 0.004
Cl 0.056 0.671 1.029
H -0.330 -2.378 -0.108
H -0.123 -1.944 1.492
H 1.123 -2.699 0.563
H 1.797 -1.242 -1.660
H 1.330 3.825 0.074
H 1.726 0.605 -1.362
H 1.912 4.379 0.099
H -2.537 1.638 -0.784
H -2.569 0.650 1.435
*
```

***

[3]
Formula: C3H9ClP
Source: the OMol25 dataset
Level of theory: ωB97M-V/def2-TZVPD

Summary:
ΔE to the lowest compared entry with this formula, charge and spin   86.5 kJ/mol

Structure (ORCA input):
```
! RIJCOSX wB97M-V def2-TZVPD def2/J DEFGRID3
* xyz 1 1
C 0.543 1.561 -0.466
C -1.051 -0.999 -1.395
C 0.772 -0.719 1.343
P 0.300 -0.240 -0.417
Cl 2.850 -1.935 -2.016
H -0.143 2.123 -1.102
H 1.489 1.878 -0.846
H 0.318 1.816 0.640
H -0.722 -1.969 -1.770
H -1.027 -0.243 -2.185
H -2.033 -1.053 -0.778
H 1.829 -1.176 1.500
H 0.024 -1.513 1.756
H 0.792 0.249 1.985
*
```

***

[4]
Formula: C3H9FN
Source: the OMol25 dataset
Level of theory: ωB97M-V/def2-TZVPD

Summary:
ΔE to the lowest compared entry with this formula, charge and spin   327.3 kJ/mol

Structure (ORCA input):
```
! RIJCOSX wB97M-V def2-TZVPD def2/J DEFGRID3
* xyz 1 1
C 1.464 -0.679 0.474
C -1.950 -0.802 -0.453
C 0.549 0.019 -0.427
N 0.203 1.358 0.243
F -2.252 0.279 0.238
H 2.479 -0.270 0.160
H 1.406 -1.649 0.055
H 1.265 -0.522 1.485
H -2.098 -0.803 -1.593
H -2.102 -1.624 0.218
H 0.632 0.113 -1.434
H 0.110 1.982 -0.535
H 1.000 1.535 0.831
H -0.707 1.064 0.737
*
```

***

[5]
Formula: C3H9FN3
Source: the OMol25 dataset
Level of theory: ωB97M-V/def2-TZVPD

Summary:
Structure (SMILES)   N[C@H](F)[C@H]1[NH2+][C@H]1N
ΔE to the lowest compared entry with this formula, charge and spin   130.4 kJ/mol

Structure (ORCA input):
```
! RIJCOSX wB97M-V def2-TZVPD def2/J DEFGRID3
* xyz 1 1
N -2.430 0.394 -0.499
C -1.278 -0.375 -0.377
F -1.394 -1.308 0.707
C -0.015 0.568 -0.132
N 0.748 0.368 1.123
C 1.508 0.322 -0.256
N 2.058 -0.907 -0.417
H -3.322 -0.022 -0.114
H -2.394 1.303 -0.044
H -1.006 -0.988 -1.242
H -0.493 1.458 -0.316
H 0.601 -0.536 1.552
H 0.901 1.046 1.768
H 2.126 1.207 -0.349
H 3.025 -0.907 -0.739
H 1.364 -1.623 -0.665
*
```

***

[6]
Formula: C3H9I3Si2
Source: the OMol25 dataset
Level of theory: ωB97M-V/def2-TZVPD

Summary:
Structure (SMILES)   C[Si](C)(I)[Si](C)(I)I
ΔE to the lowest compared entry with this formula, charge and spin   110.4 kJ/mol

Structure (ORCA input):
```
! RIJCOSX wB97M-V def2-TZVPD def2/J DEFGRID3
* xyz 0 1
C -1.536 0.881 2.207
Si -0.163 -0.187 1.656
C -0.581 -1.463 0.277
I 0.482 -1.625 3.592
Si 1.788 1.047 0.812
C 1.857 0.899 -1.338
I 3.899 0.201 1.804
I 1.634 3.407 1.616
H -0.992 1.865 2.305
H -2.357 0.903 1.493
H -1.956 0.681 3.136
H 0.111 -2.242 0.145
H -1.367 -1.962 0.856
H -0.836 -0.936 -0.619
H 0.862 0.720 -1.728
H 2.334 1.706 -1.903
H 2.369 -0.025 -1.376
*
```

***

[7]
Formula: C3H9IN3
Source: the OMol25 dataset
Level of theory: ωB97M-V/def2-TZVPD

Summary:
ΔE to the lowest compared entry with this formula, charge and spin   192.0 kJ/mol

Structure (ORCA input):
```
! RIJCOSX wB97M-V def2-TZVPD def2/J DEFGRID3
* xyz 1 1
C 0.303 0.570 0.039
C 2.103 -0.852 0.018
C -0.579 2.815 -0.354
N 0.755 -0.596 0.222
N 0.043 1.705 0.109
N -1.604 -2.359 0.383
I -2.811 -0.716 -0.014
H 2.722 -1.029 0.976
H 2.361 -1.725 -0.698
H 2.495 -0.025 -0.454
H -1.550 2.687 -0.879
H -0.767 3.480 0.434
H 0.146 3.336 -0.910
H 0.128 -1.344 0.596
H -2.091 -3.084 1.062
H -1.656 -2.861 -0.530
*
```

***

[8]
Formula: C3H9INO2
Source: the OMol25 dataset
Level of theory: ωB97M-V/def2-TZVPD

Summary:
ΔE to the lowest compared entry with this formula, charge and spin   205.6 kJ/mol

Structure (ORCA input):
```
! RIJCOSX wB97M-V def2-TZVPD def2/J DEFGRID3
* xyz 1 1
C -0.983 0.125 0.326
C -0.137 1.348 -0.169
C 2.204 -1.165 -0.755
N -0.235 -0.959 0.991
O 0.610 1.011 -1.305
O 2.306 -2.371 -0.246
I 3.177 0.420 0.076
H -1.582 -0.134 -0.513
H -1.797 0.489 0.908
H -0.895 2.080 -0.377
H 0.536 1.554 0.606
H 1.561 -1.255 -1.581
H -0.404 -1.217 2.009
H -0.350 -1.848 0.481
H 0.126 1.180 -2.123
H 2.857 -2.518 0.521
*
```

***

[9]
Formula: C3H9INOS
Source: the OMol25 dataset
Level of theory: ωB97M-V/def2-TZVPD

Summary:
ΔE to the lowest compared entry with this formula, charge and spin   206.5 kJ/mol

Structure (ORCA input):
```
! RIJCOSX wB97M-V def2-TZVPD def2/J DEFGRID3
* xyz 1 1
C -0.540 -0.957 -0.377
C 0.944 0.257 1.180
C 0.245 1.316 -1.051
N 0.599 0.019 -0.259
O 2.481 -1.984 -0.821
S 1.980 -0.876 -1.469
I 3.830 1.975 -0.321
H -1.434 -0.319 -0.127
H -0.667 -1.137 -1.488
H -0.375 -1.852 0.125
H 0.022 0.066 1.707
H 1.645 -0.490 1.614
H 1.343 1.256 1.325
H -0.518 1.839 -0.639
H 1.121 1.891 -1.027
H 0.039 1.005 -2.052
*
```

***

[10]
Formula: C3H9IO3P
Source: the OMol25 dataset
Level of theory: ωB97M-V/def2-TZVPD

Summary:
ΔE to the lowest compared entry with this formula, charge and spin   0.0 kJ/mol

Structure (ORCA input):
```
! RIJCOSX wB97M-V def2-TZVPD def2/J DEFGRID3
* xyz 1 1
C -0.674 0.025 2.593
C -0.077 2.255 -1.324
C 0.008 -2.282 -1.314
O -0.594 -0.561 1.296
O -0.390 1.417 -0.220
O -0.251 -0.889 -1.159
P 0.185 -0.012 0.057
I 3.789 -0.003 0.211
H -0.782 -0.794 3.303
H -1.551 0.669 2.638
H 0.218 0.606 2.830
H -0.911 2.955 -1.414
H 0.021 1.686 -2.247
H 0.835 2.818 -1.126
H -0.694 -2.630 -2.071
H -0.157 -2.825 -0.385
H 1.025 -2.436 -1.670
*
```

***

[11]
Formula: C3H9N
Source: the OMol25 dataset
Level of theory: ωB97M-V/def2-TZVPD

Summary:
⟨S²⟩   0.7524
ΔE to the lowest compared entry with this formula, charge and spin   129.9 kJ/mol

Structure (ORCA input):
```
! RIJCOSX wB97M-V def2-TZVPD def2/J DEFGRID3
* xyz -1 2
C 2.052 0.788 0.112
C 1.245 1.782 0.604
H 2.244 -0.166 0.584
H 2.549 0.956 -0.842
H 0.850 1.642 1.603
H 1.131 2.744 0.130
C -1.346 -1.109 0.268
N -1.861 -1.246 -1.103
H -0.387 -0.588 0.339
H -1.314 -2.092 0.727
H -2.041 -0.440 0.787
H -1.860 -0.368 -1.625
H -1.262 -1.904 -1.584
*
```

***

[12]
Formula: C3H9N
Source: the OMol25 dataset
Level of theory: ωB97M-V/def2-TZVPD

Summary:
⟨S²⟩   0.7504
ΔE to the lowest compared entry with this formula, charge and spin   80.1 kJ/mol

Structure (ORCA input):
```
! RIJCOSX wB97M-V def2-TZVPD def2/J DEFGRID3
* xyz -1 2
C -1.106 0.920 -0.488
C 0.158 0.240 0.065
C -0.177 -0.749 1.214
N 1.222 -0.381 -0.711
H -2.093 0.464 -0.367
H -1.204 1.907 0.029
H -0.849 1.051 -1.539
H 0.736 1.123 0.502
H -1.245 -0.981 1.168
H 0.106 -1.794 1.021
H 0.277 -0.378 2.119
H 1.659 0.234 -1.441
H 1.047 -1.213 -1.259
*
```

***

Maximum force for every record listed, in sequence, given in eV/A: 2.9, 9.5, 2.3, 4.4, 3.6, 2.8, 5.2, 4.1, 5.9, 2.1, 2.0, 2.5.
Calculated total energy for every record listed, in sequence, given in Ha: -1337.72447, -944.37666, -920.85824, -273.90461, -383.53287, -1591.88471, -581.33804, -622.27946, -945.20766, -984.16891, -174.33918, -174.35813.